#i
Density functional theory data (wB97M-V/def2-TZVPD) for Br5HSi2 in the gas phase.

Calculated values
Lowest unoccupied orbital energy in eV: -1.018
SMILES string: Br[SiH](Br)[Si](Br)(Br)Br
HOMO level in eV: -9.8

Bonds (Å) are listed after each position.
Positions of all 8 atoms, in Å:
1 Br 0.8673 0.8760 2.4279  Si2 2.201
2 Si 1.2418 0.1883 0.3709  Br1 2.201, Br3 2.799, Si4 2.486, H8 1.398
3 Br 1.0556 2.3940 -1.3429  Si2 2.799
4 Si -0.9717 -0.7247 -0.2990  Si2 2.486, Br5 2.152, Br6 2.256, Br7 2.181
5 Br -1.3130 -0.9065 -2.4155  Si4 2.152
6 Br -1.2890 -2.7055 0.7334  Si4 2.256
7 Br -2.1899 0.9640 0.3497  Si4 2.181
8 H 2.5989 -0.0856 0.1755  Si2 1.398

#ii
Density functional theory data (wB97M-V/def2-TZVPD) for Br5HSi2 in the gas phase.

Calculated values
Lowest unoccupied orbital energy in eV: -0.558
SMILES string: Br[SiH](Br)[Si](Br)(Br)Br
HOMO level in eV: -9.9

Bonds (Å) are listed after each position.
Positions of all 8 atoms, in Å:
1 Br -1.1414 0.9402 -2.4074  Si2 2.280
2 Si -0.7433 -0.6183 -0.7922  Br1 2.280, Br3 2.161, Si4 2.511, H8 1.538
3 Br -2.6436 -0.5742 0.2358  Si2 2.161
4 Si 0.8511 0.4006 0.8579  Si2 2.511, Br5 2.192, Br6 2.279, Br7 2.223
5 Br 1.5165 -1.1370 2.2708  Si4 2.192
6 Br 2.6843 0.7241 -0.4564  Si4 2.279
7 Br -0.0066 2.3256 1.5658  Si4 2.223
8 H -0.5170 -2.0611 -1.2743  Si2 1.538

The structure shown above that is most stable: #ii.